Density functional theory data (ωB97M-V/def2-TZVPD) for C30H28F5N4O2PdSe as an isolated structure.

Each line ends with the Löwdin charge.
Cartesian coordinates (Å):
1 Pd -0.082 -0.028 -0.266  0.8288
2 C 5.505 2.689 3.486  -0.0442
3 C 4.523 2.154 2.484  -0.2609
4 C 4.604 2.412 1.149  0.0178
5 C 3.635 1.914 0.231  -0.1358
6 C 3.686 2.331 -1.111  0.0088
7 N 2.664 2.503 -1.923  0.0917
8 C 1.254 2.671 -1.580  -0.1594
9 C 1.035 3.816 -0.596  -0.1353
10 C -0.423 4.002 -0.188  -0.1352
11 N -1.328 4.285 -1.316  0.0891
12 C -2.388 3.681 -1.814  0.0156
13 C -3.071 2.458 -1.629  -0.1191
14 C -4.239 2.327 -2.442  0.0213
15 C -4.987 1.187 -2.494  -0.2509
16 C -6.224 1.058 -3.335  -0.0393
17 C -4.522 0.096 -1.728  0.0495
18 C -3.390 0.136 -0.952  -0.1080
19 C -2.983 -1.094 -0.258  -0.0715
20 N -1.844 -1.278 0.265  -0.0773
21 C -1.494 -2.533 0.910  -0.1971
22 C -1.072 -2.313 2.378  -0.1490
23 C -0.776 -0.874 2.796  -0.2174
24 N 0.322 -0.269 2.053  -0.0026
25 C 1.359 0.097 2.683  -0.0781
26 C 2.501 0.802 2.087  -0.1075
27 C 3.418 1.378 2.924  0.0334
28 C 2.673 0.936 0.658  -0.3176
29 O 2.099 0.177 -0.179  -0.1392
30 C -2.637 1.352 -0.841  -0.3068
31 O -1.638 1.436 -0.053  -0.1499
32 H 6.325 3.206 2.991  0.0796
33 H 5.931 1.886 4.086  0.0865
34 H 5.031 3.393 4.172  0.0860
35 H 5.394 3.052 0.775  0.1270
36 H 4.647 2.591 -1.548  0.1530
37 H 2.889 2.649 -2.897  0.1613
38 H 0.799 1.728 -1.187  0.0667
39 H 0.742 2.887 -2.515  0.1216
40 H 1.441 4.734 -1.033  0.1254
41 H 1.581 3.644 0.335  0.1193
42 H -0.493 4.861 0.481  0.1341
43 H -0.814 3.125 0.319  0.0987
44 H -1.151 5.180 -1.754  0.1586
45 H -2.841 4.295 -2.588  0.1429
46 H -4.539 3.179 -3.041  0.1238
47 H -6.422 1.979 -3.881  0.0803
48 H -7.098 0.840 -2.722  0.0872
49 H -6.124 0.253 -4.063  0.0879
50 H -5.080 -0.835 -1.763  0.1349
51 H -3.727 -1.897 -0.223  0.1410
52 H -0.667 -2.958 0.331  0.0974
53 H -2.327 -3.241 0.852  0.1193
54 H -0.200 -2.934 2.591  0.1157
55 H -1.869 -2.659 3.039  0.1141
56 H -0.570 -0.856 3.873  0.1154
57 H -1.654 -0.248 2.613  0.1165
58 H 1.421 -0.062 3.767  0.1330
59 H 3.300 1.223 3.993  0.1301
60 F 0.557 1.321 -7.615  0.1322
61 C 0.468 0.697 -6.441  -0.1413
62 C 1.058 -0.543 -6.249  -0.1432
63 F 1.724 -1.120 -7.243  0.1371
64 C 0.955 -1.171 -5.018  -0.2660
65 F 1.553 -2.356 -4.896  0.0794
66 C 0.278 -0.614 -3.936  -0.5065
67 Se 0.242 -1.591 -2.293  0.7438
68 C -0.313 0.610 -4.175  -0.2523
69 F -1.052 1.229 -3.226  0.0509
70 C -0.223 1.270 -5.389  -0.1480
71 F -0.817 2.464 -5.547  0.1028

Properties
HOMO (alpha / beta): -0.3585 / -0.3551 hartree
charge: +1
<S²>: 2.010
multiplicity: 3
ΔE to the lowest compared entry with this formula, charge and spin: 11.46 kcal per mole

---

Density functional theory data (ωB97M-V/def2-TZVPD) for one molecule with the formula C4H9N3O.

Each line ends with the Löwdin charge.
Cartesian coordinates (Å):
1 C 1.420 -0.116 -2.054  -0.0855
2 N -0.802 0.556 0.967  -0.2228
3 C 0.276 0.595 0.050  -0.4035
4 N -1.956 1.232 0.546  0.0571
5 C 0.290 -0.116 -1.078  -0.1096
6 C -0.256 -1.597 1.696  -0.0539
7 O 1.359 1.293 0.496  0.0642
8 N -1.057 -0.631 1.694  0.0154
9 H 1.105 1.758 1.303  0.1133
10 H -2.513 0.669 -0.103  0.0792
11 H -2.520 1.431 1.369  0.0801
12 H -0.610 -0.640 -1.365  0.1090
13 H -0.508 -2.457 2.293  0.0595
14 H 0.675 -1.613 1.111  0.0785
15 H 1.106 0.351 -2.997  0.0786
16 H 1.723 -1.141 -2.278  0.0724
17 H 2.268 0.423 -1.650  0.0680

Properties
HOMO: -0.3201 hartree
SMILES: C=NN(N)/C(O)=C/C
ΔE to the lowest compared entry with this formula, charge and spin: 82.93 kcal per mole

---

Density functional theory data (ωB97M-V/def2-TZVPD) for a 5-piece molecular cluster, C26H35BCl2F5NO14 overall.

Each line ends with the Löwdin charge.
Cartesian coordinates (Å):
1 C 3.221 -2.983 1.495  0.0227
2 B 2.653 -1.511 1.392  -0.4604
3 O 2.295 -0.877 2.541  0.1689
4 C 2.480 -0.663 0.033  -0.2327
5 C 3.834 -0.217 -0.498  -0.4105
6 F 3.712 -0.013 -1.828  0.1336
7 F 4.766 -1.144 -0.366  0.1677
8 C 4.351 1.129 0.079  -0.6121
9 F 3.976 1.326 1.321  0.2031
10 F 3.999 2.158 -0.634  0.2085
11 F 5.669 1.089 0.082  0.1880
12 C 1.451 0.506 0.069  -0.0701
13 C 0.114 -0.080 -0.452  -0.2015
14 C -1.152 0.437 0.165  -0.5996
15 Cl -1.001 1.861 1.196  0.7181
16 C -2.352 -0.023 -0.009  -0.7077
17 C -3.565 0.558 0.643  -0.1314
18 Cl -2.619 -1.370 -1.065  0.8148
19 C 0.449 -1.574 -0.339  -0.4706
20 O -0.138 -2.476 0.107  0.1420
21 N 1.760 -1.598 -0.860  0.1459
22 H 2.421 -3.686 1.728  0.0831
23 H 3.617 -3.295 0.527  0.0569
24 H 4.032 -3.063 2.216  0.0788
25 H 2.548 -1.460 3.275  0.0844
26 H 1.808 1.201 -0.691  0.1233
27 H 1.420 1.048 1.002  0.0812
28 H 0.022 0.141 -1.513  0.1596
29 H -3.695 1.601 0.384  0.0733
30 H -3.412 0.462 1.715  0.0755
31 H -4.452 -0.014 0.402  0.0678
32 H 2.163 -2.519 -0.981  0.1420
33 C -2.578 -3.661 -6.789  -0.0129
34 C -3.075 -3.330 -5.405  -0.3266
35 C -4.576 -3.357 -5.260  -0.0939
36 O -4.794 -2.415 -4.201  0.0589
37 C -3.774 -1.518 -4.251  -0.5965
38 O -3.752 -0.487 -3.661  0.1016
39 O -2.783 -1.961 -5.067  0.0750
40 H -2.869 -4.670 -7.082  0.0942
41 H -2.973 -2.951 -7.516  0.0729
42 H -1.491 -3.586 -6.833  0.0933
43 H -2.593 -3.970 -4.661  0.1591
44 H -4.960 -4.339 -4.990  0.1393
45 H -5.096 -3.000 -6.152  0.1395
46 C -3.849 0.980 -7.243  -0.0128
47 C -3.004 0.732 -8.470  -0.3266
48 C -3.666 1.112 -9.771  -0.0966
49 O -3.040 0.219 -10.701  0.0646
50 C -2.683 -0.893 -10.006  -0.5560
51 O -2.338 -1.917 -10.499  0.1664
52 O -2.780 -0.674 -8.667  0.0647
53 H -4.085 2.039 -7.141  0.0940
54 H -4.780 0.412 -7.295  0.0936
55 H -3.326 0.651 -6.345  0.0788
56 H -2.030 1.216 -8.362  0.1610
57 H -3.491 2.148 -10.052  0.1392
58 H -4.742 0.916 -9.775  0.1398
59 C 1.363 -0.077 8.551  -0.0031
60 C 2.238 -0.510 7.404  -0.3180
61 C 1.625 -0.288 6.045  -0.0804
62 O 2.258 -1.306 5.261  0.0239
63 C 2.567 -2.330 6.109  -0.5446
64 O 2.901 -3.413 5.754  0.1745
65 O 2.434 -1.937 7.399  0.0964
66 H 1.157 0.991 8.503  0.0627
67 H 0.418 -0.623 8.550  0.0985
68 H 1.848 -0.293 9.503  0.0965
69 H 3.222 -0.037 7.479  0.1628
70 H 1.839 0.698 5.638  0.1300
71 H 0.547 -0.458 6.026  0.1482
72 C 3.021 5.238 5.492  -0.0187
73 C 2.236 4.107 6.107  -0.3343
74 C 0.739 4.297 6.078  -0.0905
75 O 0.318 3.539 7.220  0.0606
76 C 1.347 3.551 8.105  -0.5727
77 O 1.265 3.207 9.239  0.1588
78 O 2.482 4.012 7.521  0.0879
79 H 2.772 5.357 4.438  0.0932
80 H 2.820 6.175 6.014  0.0934
81 H 4.092 5.051 5.579  0.0892
82 H 2.524 3.154 5.651  0.1472
83 H 0.278 3.915 5.169  0.1397
84 H 0.438 5.336 6.224  0.1419

Properties
HOMO: -0.3273 hartree
SMILES: CB(O)[C@]1(C(F)(F)C(F)(F)F)C[C@H](/C(Cl)=C(/C)Cl)C(=O)N1.C[C@@H]1COC(=O)O1.C[C@@H]1COC(=O)O1.C[C@@H]1COC(=O)O1.C[C@@H]1COC(=O)O1

---

Density functional theory data (ωB97M-V/def2-TZVPD) for one molecule with the formula C21H27N3O6.

Each line ends with the Löwdin charge.
Cartesian coordinates (Å):
1 C 0.859 1.681 7.194  -0.0958
2 H 1.210 2.678 7.455  0.0917
3 O 1.596 1.302 6.059  -0.0869
4 C 1.353 0.080 5.504  -0.2763
5 C 2.107 -0.236 4.373  0.0074
6 C 1.940 -1.447 3.739  -0.0343
7 C 1.018 -2.378 4.207  -0.2488
8 C 0.272 -2.056 5.329  -0.0328
9 C 0.432 -0.845 5.981  -0.0176
10 H -0.168 -0.636 6.853  0.1008
11 H -0.452 -2.764 5.709  0.1161
12 C 0.789 -3.669 3.473  -0.1348
13 H 0.515 -4.460 4.174  0.1157
14 H 1.697 -3.968 2.946  0.1208
15 C -0.346 -3.505 2.444  -0.0702
16 C 0.048 -2.437 1.453  -0.5177
17 O 0.829 -2.588 0.549  0.1215
18 O -0.540 -1.273 1.744  0.0192
19 C -0.235 -0.202 0.868  -0.0817
20 C -0.846 -0.467 -0.499  -0.2889
21 O -1.619 -1.415 -0.620  0.0594
22 C -0.461 0.395 -1.597  -0.0009
23 C -0.867 0.072 -2.905  -0.2096
24 N -1.678 -0.960 -3.118  0.2192
25 H -1.880 -1.302 -4.039  0.1077
26 H -1.900 -1.496 -2.266  0.0924
27 N -0.441 0.816 -3.964  0.0690
28 C 0.415 1.911 -3.813  -0.4436
29 O 0.821 2.527 -4.771  0.0940
30 N 0.751 2.241 -2.535  0.0338
31 C 0.356 1.562 -1.373  -0.3676
32 O 0.704 1.992 -0.290  0.0670
33 C 1.613 3.403 -2.393  0.0022
34 H 2.560 3.224 -2.901  0.1006
35 H 1.775 3.561 -1.330  0.0878
36 H 1.134 4.273 -2.841  0.0996
37 C -0.873 0.526 -5.323  -0.1195
38 H -0.202 1.093 -5.974  0.1307
39 H -0.732 -0.538 -5.535  0.1303
40 C -2.319 0.963 -5.604  -0.4102
41 C -2.482 2.459 -5.348  -0.0583
42 H -1.764 3.025 -5.936  0.0862
43 H -3.485 2.780 -5.618  0.0810
44 H -2.323 2.693 -4.297  0.0791
45 C -2.665 0.621 -7.051  -0.0710
46 H -2.014 1.164 -7.732  0.0854
47 H -2.550 -0.444 -7.240  0.0766
48 H -3.694 0.897 -7.267  0.0798
49 H -3.005 0.424 -4.940  0.1250
50 H -0.656 0.701 1.312  0.1481
51 H 0.848 -0.080 0.777  0.1386
52 H -0.498 -4.443 1.910  0.1256
53 H -1.266 -3.203 2.944  0.1245
54 H 2.531 -1.677 2.864  0.1217
55 H 2.817 0.491 4.011  0.1191
56 H -0.215 1.721 6.982  0.0948
57 H 1.037 1.004 8.036  0.0942

Properties
HOMO: -0.3010 hartree
SMILES: COc1ccc(CCC(=O)OCC(=O)c2c(N)n(CC(C)C)c(=O)n(C)c2=O)cc1
ΔE to the lowest compared entry with this formula, charge and spin: 3.28 kcal per mole

---

Density functional theory data (ωB97M-V/def2-TZVPD) for one molecule with the formula C2H7O2P.

Each line ends with the Löwdin charge.
Cartesian coordinates (Å):
1 C -0.333 0.978 -1.294  -0.2454
2 C 0.886 -0.476 1.006  -0.4236
3 O -2.063 -1.251 0.298  -0.5924
4 O 0.315 0.442 1.886  -0.1154
5 P -0.258 -0.600 -0.418  0.9407
6 H 0.639 1.210 -1.734  0.0507
7 H -1.096 0.899 -2.067  0.0504
8 H -0.618 1.748 -0.578  0.0531
9 H 1.001 -1.475 1.453  0.0987
10 H 1.864 -0.095 0.700  0.0971
11 H -0.600 0.146 2.048  0.0846
12 H 0.263 -1.527 -1.300  0.0015

Properties
HOMO: -0.3314 hartree
SMILES: C[P@H](=O)CO
ΔE to the lowest compared entry with this formula, charge and spin: 83.41 kcal per mole

---

Density functional theory data (ωB97M-V/def2-TZVPD) for one molecule with the formula C5H5NS2.

Each line ends with the Löwdin charge.
Cartesian coordinates (Å):
1 C -1.636 -0.233 0.879  -0.1058
2 C -0.391 0.062 0.034  -0.6102
3 C 0.831 0.150 0.473  -0.6825
4 C 1.161 0.129 -2.134  -0.6326
5 C 0.884 0.172 1.850  -0.2392
6 H -2.185 -1.083 0.344  0.0834
7 H -1.442 -0.609 1.938  0.0790
8 H -2.423 0.656 1.031  0.1289
9 H 1.492 -0.866 -2.406  0.0205
10 H 1.465 0.923 -2.794  0.0207
11 N 0.658 0.186 3.070  0.1494
12 S 2.211 0.492 -0.553  0.8915
13 S -0.625 0.021 -1.733  0.8969

Properties
HOMO: -0.3086 hartree
SMILES: CC1=C(C#N)SCS1
ΔE to the lowest compared entry with this formula, charge and spin: 31.44 kcal per mole